{
  "formula": "C3H13N2O",
  "method": "ωB97M-V with the def2-TZVPD basis set",
  "elements": ["C", "N", "C", "N", "C", "H", "H", "H", "H", "H", "H", "H", "H", "H", "H", "H", "H", "H", "O"],
  "coordinates": [[0.94206, 1.82892, -1.25051], [0.19301, 0.75863, -2.16832], [1.31595, 1.27037, 0.11587], [0.50091, -0.09134, 0.28978], [-0.43321, -0.17523, 1.51220], [1.71713, 2.13517, -1.93957], [0.26518, 2.81729, -1.07799], [0.83991, 0.10659, -2.54327], [-0.43360, 1.24882, -2.87427], [2.35971, 1.14160, 0.29979], [0.80266, 1.99587, 0.76305], [1.12701, -0.87418, -0.05161], [-0.14424, -0.10878, -0.50364], [-0.93960, -1.15103, 1.35592], [0.22192, -0.04730, 2.37851], [-1.16654, 0.73618, 1.61222], [-3.17839, -3.61494, 1.46069], [-1.73222, -4.34625, 1.48529], [-2.25762, -3.63037, 1.13585]],
  "atomic_forces_ev_per_a": [[-2.470, 0.764, -2.897], [-1.589, 2.941, 1.782], [-2.813, -0.647, -0.191], [0.752, 1.452, -0.571], [0.426, 0.624, -0.071], [0.826, 0.342, 0.785], [1.284, -2.666, -0.742], [0.588, -0.136, -0.951], [1.517, -1.129, 1.144], [0.463, -0.277, 0.280], [0.828, -0.708, 0.607], [-0.778, 0.536, 1.828], [-0.258, 0.677, -0.860], [0.103, 0.691, 0.837], [-0.349, -0.783, 0.080], [1.387, -1.792, -1.067], [0.975, -0.589, 0.022], [-0.467, -0.432, 0.416], [-0.426, 1.133, -0.431]],
  "e_tot_ev": -8341.573,
  "mol_weight_g_mol": 93.15,
  "homo_lumo_gap_ev": 10.8,
  "e_lumo_ev": -3.18,
  "homo_ha": -0.513,
  "total_charge": 1
}